Record 1
14
Properties=species:S:1:pos:R:3:forces:R:3 method="wB97M-V/def2-TZVPD" charge=0
C 0.8945 -0.1427 0.5180 5.08 1.00 4.83
C -1.2828 0.1647 0.2059 -3.66 -0.06 0.09
C -0.1598 -0.6058 -0.3971 -1.20 -3.54 -1.16
C 0.1214 -0.0476 -1.8927 -0.58 3.07 6.46
H 2.0587 -1.5775 0.6932 0.47 2.21 1.77
H 0.6739 1.5202 1.8580 1.39 -0.86 0.27
H -2.2737 0.5294 -0.3722 2.46 -1.17 0.67
H -1.6255 -0.6426 0.9351 -0.29 1.79 0.20
H -0.6073 -1.7422 -0.0581 2.40 2.46 -2.05
H 0.1746 1.2454 -1.4257 0.17 -2.72 -2.81
N 1.9654 -0.5741 1.1844 -2.64 -3.75 -4.57
N 0.6705 1.1921 0.9001 -2.70 0.24 -1.20
O -0.7507 1.3280 0.7257 -1.13 1.87 -0.01
O 0.1406 -0.6473 -2.8745 0.23 -0.51 -2.51


Record 2
14
Properties=species:S:1:pos:R:3:forces:R:3 method="wB97M-V/def2-TZVPD" charge=0
H 0.9172 -1.1626 -2.9899 -0.10 0.18 0.20
N 0.5647 -1.7602 -2.2425 0.15 -0.18 -0.30
C 0.0875 -1.1619 -1.2564 -0.03 -0.42 0.02
O 0.0090 0.1861 -1.1205 0.31 0.50 -0.40
C -0.4826 0.7159 0.0512 -0.66 0.27 0.10
C -1.1847 1.8391 0.0413 -0.01 -0.33 -0.30
C -0.1439 -0.0146 1.3186 0.27 0.10 0.22
N 1.1781 -0.3024 1.4317 0.04 -0.26 0.22
O -0.9661 -0.3068 2.1604 0.03 0.08 -0.13
H -0.3052 -1.7367 -0.4267 -0.16 0.00 0.18
H -1.5405 2.2691 0.9584 0.00 -0.01 0.25
H -1.4564 2.3211 -0.8884 0.15 0.00 -0.01
H 1.4635 -0.8753 2.2095 0.07 0.10 -0.03
H 1.8593 -0.0109 0.7533 -0.06 -0.03 -0.02


Record 3
14
Properties=species:S:1:pos:R:3:forces:R:3 method="wB97M-V/def2-TZVPD" smiles="[H]/N=C1/OCC=CN1O" charge=0
H -2.7087 1.4537 0.4036 3.03 1.41 -0.71
N -1.6971 1.9252 0.1172 -0.05 -7.57 0.45
C -0.8475 0.8213 -0.0914 -1.13 6.54 -2.56
O 0.3908 1.3139 -0.7193 -0.36 -1.77 3.38
C 1.4396 0.8131 0.1975 2.97 1.33 -1.50
C 1.6840 -0.7192 -0.0160 -3.49 0.73 1.24
C 0.4148 -1.2997 -0.1150 2.22 1.22 -1.07
N -0.8192 -0.5465 -0.3375 -0.08 -0.58 1.20
O -1.9214 -1.3359 0.0951 0.15 0.53 0.36
H 2.4164 1.4389 0.0528 -1.62 -1.18 -0.74
H 1.2889 1.1723 1.2182 -0.90 -0.74 0.24
H 2.7139 -1.1619 0.1535 -1.85 0.25 -0.43
H 0.1296 -2.3142 -0.2905 0.49 -0.67 0.20
H -2.4842 -1.5610 -0.6681 0.63 0.51 -0.05


Record 4
14
Properties=species:S:1:pos:R:3:forces:R:3 method="wB97M-V/def2-TZVPD" smiles=Cc1c(O)n[nH]c1O charge=0
C 0.1939 1.8863 0.0315 -0.07 -0.20 -0.13
C 0.0928 0.3999 -0.0077 -0.22 0.10 0.07
C 1.1393 -0.5513 0.0336 -1.01 -0.65 -0.06
O 2.4479 -0.2743 0.1551 0.08 0.25 -0.05
N 0.6950 -1.7900 -0.0348 0.86 -0.18 -0.01
N -0.6503 -1.6787 -0.1553 -0.25 0.46 0.15
C -1.0394 -0.3811 -0.0872 0.52 -0.31 0.05
O -2.3333 -0.0026 -0.0782 -0.08 0.12 -0.10
H 0.2000 2.2992 -0.9774 0.03 0.13 0.00
H -0.6561 2.3028 0.5643 -0.03 0.16 0.08
H 1.1150 2.1769 0.5281 0.03 0.12 0.06
H 2.9182 -1.1140 0.1857 0.05 -0.12 0.00
H -1.2175 -2.4971 -0.0207 0.06 0.02 -0.02
H -2.9053 -0.7761 -0.1368 0.01 0.10 -0.01


| no. | HOMO level (eV) | E_LUMO (eV) |
| --- | --- | --- |
| 1 | -9.28 | 0.55 |
| 2 | -9.87 | 0.81 |
| 3 | -8.92 | 0.52 |
| 4 | -8.48 | 0.47 |